No. 1
Formula: C3H9N2O
Source: OMol25
Level of theory: ωB97M-V/def2-TZVPD

Cartesian coordinates (Å):
1 O -2.82687 0.45915 0.89537
2 N -1.50595 1.40155 -0.58772
3 N -2.34417 0.42665 -0.19861
4 C 1.94051 0.21882 -0.06217
5 C -2.47061 -0.67453 -1.07429
6 C 2.35406 0.22012 1.22581
7 H 0.97203 0.48055 -0.44552
8 H -3.11625 -0.48635 -1.92700
9 H 3.33831 -0.07099 1.41441
10 H -2.89473 -1.49766 -0.53810
11 H 2.64209 -0.27829 -0.71585
12 H 1.69163 0.50250 2.02162
13 H -1.33239 2.28364 -0.03971
14 H -1.25229 1.54874 -1.57826
15 H -1.58262 -1.12783 -1.41928

Output
Net charge: +1
Highest occupied orbital energy in eV: -13.1
Lowest unoccupied orbital energy in eV: -6.62
Frontier orbital gap in eV: 6.53

Partial atomic charges computed with the Mulliken method, in multiples of e: -0.3875 -0.4698 0.9434 -0.2470 -0.8694 -0.4307 0.0373 0.3815 0.2383 0.3613 0.2257 0.2168 0.3041 0.3157 0.3803


No. 2
Formula: C39H31Cl5N6RuTe
Source: OMol25
Level of theory: ωB97M-V/def2-TZVPD

Cartesian coordinates (Å):
1 Te 0.64746 -2.66710 0.94617
2 Ru 0.63886 -1.22610 -1.40653
3 Cl 4.54996 0.61560 -4.89353
4 Cl 1.69816 -0.32500 -4.02383
5 Cl 6.20916 0.07740 0.20237
6 Cl 3.41496 -0.82430 1.03927
7 Cl 6.83046 0.80090 -2.76173
8 N 0.38646 0.36300 1.83647
9 N 0.81616 -5.15950 -2.82313
10 N 1.10006 1.33670 1.28867
11 N -1.18244 -2.08210 -2.16023
12 N -2.05914 -3.93710 -3.06813
13 N 1.41996 -3.13240 -2.02523
14 C -3.08054 -3.01170 -2.87773
15 C 4.96626 -0.03090 -0.98553
16 C 1.35196 -3.36650 4.09177
17 C -1.64714 3.74140 -0.71503
18 C -0.04314 0.62320 -1.29743
19 C -4.09274 4.73840 0.22787
20 C 2.91816 4.23180 -2.58923
21 C -0.42164 3.21650 -1.26993
22 C -3.21154 -3.20200 6.08037
23 C -2.60504 -2.21790 1.20467
24 C -0.25894 1.83680 -1.34103
25 C -2.51164 -1.89460 -2.35223
26 C -0.63594 -2.78250 2.65167
27 C 2.73276 5.58170 -2.86213
28 C -0.95764 -3.26960 4.98567
29 C -0.43954 0.95210 2.67857
30 C 2.51076 -3.93670 -2.07323
31 C -4.05184 3.55030 -0.48993
32 C -0.25704 2.34160 2.66407
33 C -1.70264 4.91910 0.04517
34 C 3.67676 -0.41740 -0.61853
35 C -2.00954 -2.56860 2.53117
36 C -2.90764 5.40550 0.50837
37 C 0.45776 5.40290 -2.09213
38 C 4.23306 0.21180 -3.25163
39 C 5.25176 0.29530 -2.30573
40 C 0.37966 -3.87010 -2.51543
41 C 0.74426 2.54790 1.74377
42 C -2.32384 -3.05610 4.87947
43 C -2.84754 3.04720 -0.92723
44 C 0.63606 4.04290 -1.77533
45 C 2.96476 -0.18480 -2.84543
46 C 1.49026 6.14980 -2.61883
47 C 2.19346 -5.15500 -2.58303
48 C 2.61276 -0.50380 -1.52323
49 C -2.83204 -2.70780 3.63927
50 C -0.11314 -3.13810 3.89687
51 C -0.90164 -3.34990 -2.57963
52 C 1.89896 3.48020 -2.05323
53 H -3.25744 -4.24210 6.40307
54 H -0.78434 3.08080 3.22937
55 H -2.65674 -3.11090 0.57827
56 H 1.32056 7.19360 -2.85713
57 H -4.96734 3.01640 -0.71553
58 H -2.82844 -2.61490 6.91367
59 H -2.81264 2.11870 -1.47663
60 H -1.98174 -1.47840 0.69637
61 H 2.78736 -6.03260 -2.74713
62 H -0.51194 5.86880 -1.97113
63 H -0.53864 -3.55040 5.94317
64 H -3.61124 -1.81930 1.31487
65 H -4.22144 -2.86710 5.85837
66 H 1.76066 1.12490 0.55517
67 H 1.88526 -2.41840 4.03167
68 H 1.74216 -4.01220 3.30637
69 H -2.17764 -4.91710 -3.24643
70 H -1.12554 0.36720 3.25777
71 H -2.98454 -0.96760 -2.08263
72 H -0.78914 5.43950 0.29457
73 H 3.52706 6.17670 -3.29243
74 H -4.09074 -3.22590 -3.15933
75 H 1.54576 -3.82240 5.06037
76 H -2.92954 6.31270 1.10337
77 H -5.03804 5.12570 0.58617
78 H 3.86816 3.76400 -2.80703
79 H 1.21716 3.44250 1.39407
80 H -3.89774 -2.55230 3.52947
81 H 3.47186 -3.58510 -1.74413
82 H 0.38966 -5.73450 -3.53233
83 H 2.05206 2.42730 -1.86053

Output
Net charge: -1
Highest occupied orbital energy (spin up / spin down) in eV: -2.4 / -3.1
Expectation value of S²: 0.946
Multiplicity: 2
Lowest unoccupied orbital energy (spin up / spin down) in eV: 1.50 / 1.70
Frontier orbital gap (spin up / spin down) in eV: 3.91 / 4.85

Partial atomic charges computed with the Mulliken method, in multiples of e: 0.0249 0.6249 -0.2287 -0.1911 -0.2175 -0.1132 -0.2173 0.2287 -0.1881 0.0103 0.3486 -0.1773 0.5904 -0.7998 -0.0204 -1.6529 0.2446 -0.6014 -0.4207 -0.6381 -0.2798 -1.5052 -1.1674 0.3468 -0.4804 -0.2221 -0.5356 -1.0797 -0.3789 -0.4442 -0.6500 -1.1360 0.1275 0.4938 1.1638 -0.8927 -0.4856 -0.0421 0.4168 -0.0497 -0.3954 0.8611 -0.5990 0.4002 1.1740 -0.7377 -0.8952 -0.9640 -1.3192 1.1558 -0.2114 -0.1366 0.3095 0.3923 0.2845 0.3675 0.3796 0.3423 0.4067 -0.2259 0.4298 0.5308 0.3311 0.4031 0.3521 0.0296 0.2341 0.2848 0.2341 0.4623 0.3833 0.5199 0.3773 0.4342 0.4224 0.3680 0.3804 0.4465 0.6227 0.2710 0.4432 0.2777 0.3668


No. 3
Formula: C54H45BrCl2CsF3N5O3S4Sb
Source: OMol25
Level of theory: ωB97M-V/def2-TZVPD

Cartesian coordinates (Å):
1 Cs -0.77382 0.92478 0.23691
2 Sb 2.41679 -1.34314 0.76749
3 Br -6.58088 4.07161 0.90369
4 Cl 2.30631 2.26384 -3.66509
5 Cl 0.80520 -0.20125 -2.81953
6 S -2.41346 2.74152 -2.35555
7 S -2.06582 -2.57338 4.47904
8 S -2.90564 1.08740 -4.44114
9 S 0.63536 -2.38420 5.49888
10 F 4.87459 -3.60476 -4.61026
11 F 7.89324 -0.61308 3.60033
12 F 1.74628 -7.06267 3.43136
13 O 1.67359 1.75228 2.24897
14 O -1.27434 2.48033 3.23842
15 O -0.42378 -2.09013 0.14320
16 N -3.30823 -0.01368 -2.08189
17 N 2.51024 3.06269 0.09832
18 N -0.39615 -0.37722 4.26088
19 N -0.18041 3.91797 0.69445
20 N -3.51947 -0.15645 -0.79352
21 C -4.83900 2.46960 2.60132
22 C 4.33484 -3.18504 -3.43759
23 C -4.94116 3.40485 1.50129
24 C 2.68754 6.61740 -0.96672
25 C 3.27755 -3.90687 2.40144
26 C 2.10292 4.31929 -0.16951
27 C -6.08042 -0.54139 -3.23530
28 C -8.16240 0.52803 -3.84799
29 C 0.82011 1.25824 -3.86465
30 C -5.47834 -0.09536 -4.42080
31 C 5.53284 -1.34632 0.95056
32 C -3.14607 -1.24472 -0.18724
33 C -2.37357 2.76850 2.69902
34 C 3.24565 -3.64815 -1.32814
35 C 3.69180 -1.38357 -1.98369
36 C 3.85968 -4.11423 -2.48966
37 C -6.24850 0.63733 -5.30842
38 C 0.93075 -3.78246 2.12046
39 C 1.51912 7.09433 -0.40740
40 C -3.37840 -3.23506 -1.67192
41 C -1.44080 -4.41037 -2.46265
42 C -0.70589 -1.64298 4.61718
43 C 4.44825 -0.00568 2.62855
44 C -2.83512 -4.25140 -2.44904
45 C -3.01583 1.19142 -2.67550
46 C 0.64943 6.19820 0.26153
47 C 4.25288 4.75443 -1.30822
48 C 0.81715 4.80867 0.27079
49 C -1.08129 -2.74478 -0.75889
50 C 1.60152 -0.87867 5.51067
51 C -2.51311 3.74034 1.56396
52 C -3.61485 2.13988 3.11761
53 C 3.04773 5.24852 -0.81837
54 C -3.76184 3.95242 0.94777
55 C 3.18313 -2.26845 -1.03381
56 C 1.90016 -5.81112 2.96556
57 C -7.58493 0.92484 -5.03868
58 C 6.72391 -0.71176 2.93728
59 C 2.18834 -3.19939 1.92863
60 C -7.39200 -0.19968 -2.94444
61 C 3.64973 2.61441 -0.42708
62 C -3.56724 -1.36558 1.24566
63 C -1.34858 4.43004 1.02883
64 C -0.55678 -3.69811 -1.68217
65 C 4.35539 -0.75350 1.43627
66 C 6.69267 -1.41370 1.72377
67 C 3.14601 -5.19392 2.97793
68 C 5.62306 -0.02659 3.40146
69 C 0.83202 0.20355 4.79346
70 C 0.78547 -5.12264 2.49075
71 C 4.53662 3.39222 -1.18059
72 C -2.52494 -2.43036 -0.90160
73 C -3.98303 -0.33155 -4.68970
74 C 4.24025 -1.82350 -3.19901
75 H -2.73551 -1.66800 1.92928
76 H 4.60040 -1.08866 -3.93575
77 H -7.80557 -0.55571 -1.98540
78 H -3.65289 -1.19370 -4.10673
79 H 5.36821 2.91214 -1.72235
80 H 4.31014 -3.52635 2.30893
81 H 3.97618 -5.19352 -2.63022
82 H -1.02467 -5.15728 -3.13706
83 H -1.53294 5.48216 0.74070
84 H 3.40033 7.25747 -1.47987
85 H -4.27823 -2.20254 1.27136
86 H -4.03235 -0.44599 1.60534
87 H 1.75183 -0.58570 6.54892
88 H -3.52735 1.39305 3.91387
89 H -8.17244 1.44338 -5.79919
90 H -4.45726 -3.00690 -1.68510
91 H 3.63663 -0.29114 -1.81635
92 H 4.04639 -5.64189 3.40588
93 H 2.79126 -4.36477 -0.63136
94 H 1.25242 8.14710 -0.51945
95 H 5.54836 -1.78971 -0.03005
96 H 0.02673 -3.21781 1.88349
97 H 1.37250 0.63754 3.95864
98 H 2.56776 -1.08818 5.02184
99 H -3.86406 -0.53753 -5.75739
100 H 0.78090 0.93877 -4.90075
101 H 1.98739 2.21319 1.44658
102 H 0.52192 -3.86830 -1.79427
103 H -5.49768 -1.13608 -2.53160
104 H -0.18512 -5.60536 2.45988
105 H 7.54870 -1.95767 1.36340
106 H -0.03990 1.87030 -3.61970
107 H -5.78648 2.10862 3.00794
108 H 5.66568 0.58852 4.31774
109 H -3.83530 4.57975 0.02460
110 H 0.97075 2.32345 2.61040
111 H -3.47771 -4.86946 -3.05238
112 H 3.86862 1.55859 -0.20538
113 H -0.20647 6.60445 0.79918
114 H 4.93970 5.42709 -1.82757
115 H 0.57831 1.02712 5.45946
116 H -5.79448 1.03039 -6.21840
117 H -9.19453 0.79468 -3.62259
118 H 3.60763 0.61053 2.97243
119 H -1.13988 0.23195 3.89110

Output
Net charge: -2
Highest occupied orbital energy in eV: -2.2
Lowest unoccupied orbital energy in eV: 3.13
Frontier orbital gap in eV: 5.34

Mulliken population analysis, charges in e, atoms 1 to 99: 0.5258 0.3963 -0.2750 -0.1804 0.1127 -0.2933 -0.3450 -0.1035 -0.2024 -0.3684 -0.3619 -0.3659 -0.2078 -0.7337 0.2655 0.1534 -0.0392 0.3804 0.8500 -0.2571 -0.2975 0.2069 -0.2055 -0.8563 0.0336 0.2478 0.3757 -0.4291 -0.2482 0.2652 -0.6010 -0.5505 0.0457 -0.6938 -0.3898 -0.5284 -0.4699 0.0367 -0.9456 0.1801 -0.4217 0.1434 0.0594 -1.2029 -0.1874 -0.7744 -0.7726 0.1030 0.3113 -0.2623 0.5964 -0.5368 1.2240 -0.2001 0.5370 0.3089 -0.4752 0.3376 0.0300 -0.7297 -0.4838 0.0555 -0.9481 -0.3262 0.2499 -0.7527 -0.8072 -0.7114 0.5630 -0.8786 -0.7095 -0.0348 -0.8402 -0.4393 -0.5241 0.4178 0.3330 0.1376 0.4052 0.1792 0.3785 0.3888 0.1385 0.3424 0.2495 0.1809 0.4353 0.4063 0.3250 0.1935 0.1768 0.3863 0.3767 0.3389 0.4129 0.3884 -0.7820 0.1167 0.5246


Looking at M for the records above, in order, we have 89.12, 989.65, 1402.72 Da.
Looking at energy relative to the best compared isomer or geometry (same formula, charge and spin) for the records above, in order, we have 137.3, 53.9, 0.0 kcal per mole.